{
  "formula": "C23H44NP3PdSe",
  "method": "ωB97M-V with the def2-TZVPD basis set",
  "multiplicity": 5,
  "homo_energy_ev": [-19.4, -20.4],
  "energy_ha": -4509.2144,
  "charge": 4,
  "symbols": ["H", "H", "H", "H", "C", "C", "C", "H", "C", "H", "H", "C", "H", "C", "C", "H", "H", "P", "C", "C", "Pd", "C", "C", "H", "H", "H", "N", "H", "H", "H", "H", "H", "H", "C", "H", "H", "C", "H", "C", "H", "C", "H", "C", "P", "H", "H", "C", "H", "H", "H", "H", "C", "H", "P", "H", "H", "Se", "H", "H", "H", "H", "C", "C", "H", "C", "H", "H", "H", "H", "H", "C", "C", "H"],
  "positions_angstrom": [[-2.06, -4.12, 5.84], [2.27, -2.66, -1.70], [-3.02, 0.72, 2.09], [2.09, 1.31, -1.82], [0.35, 3.49, 0.55], [0.24, -1.35, 3.15], [0.54, 2.36, -4.18], [-1.72, -3.22, 1.29], [-0.79, -2.98, 4.58], [-3.37, -1.65, -1.35], [2.26, -1.21, -2.73], [2.79, 1.01, -1.03], [-2.91, -0.36, -2.50], [1.14, 1.49, -6.35], [-1.10, -3.59, 5.92], [2.82, 1.79, -0.27], [1.38, -0.66, -6.50], [-2.30, 0.27, -0.24], [-0.60, -2.52, -0.74], [0.71, -0.05, -4.52], [-0.14, -0.69, -0.15], [3.20, -1.11, 1.06], [-3.34, -0.56, -1.52], [0.90, -0.51, 2.96], [-0.35, -4.35, 6.25], [2.84, 2.25, 2.02], [-0.40, -1.81, 2.08], [2.00, 1.58, 3.42], [-2.04, -4.41, 3.55], [-3.34, -0.96, 1.61], [-1.65, -2.50, -0.38], [3.78, 0.88, -1.48], [-0.89, 1.26, 3.45], [-0.79, 2.18, 2.86], [0.29, -2.76, -2.74], [-4.41, 0.32, 1.03], [1.12, 0.17, -5.85], [-3.63, 2.08, -1.13], [2.66, -1.64, -1.81], [1.52, 4.24, -2.98], [-2.61, 2.00, -0.73], [-4.35, -0.13, -1.50], [-1.43, -3.50, 3.45], [2.19, -0.60, -0.39], [0.91, 3.59, -5.89], [-0.46, 3.01, 3.52], [0.41, 1.04, -3.69], [-2.55, 2.70, 0.12], [2.75, -1.98, 1.57], [0.50, 4.37, 1.19], [1.35, 1.64, -7.40], [-1.23, -2.86, 2.20], [-1.36, -1.85, -2.64], [0.47, 1.92, 1.54], [4.23, -1.41, 0.79], [-1.93, 2.33, -1.52], [0.09, 3.89, -3.12], [3.28, -0.31, 1.81], [0.20, -3.10, -0.24], [-1.76, 2.43, 2.43], [0.62, -1.47, 5.23], [1.92, 2.31, 2.61], [-0.46, -2.21, -2.14], [0.59, -1.05, -4.12], [-3.36, 0.08, 1.26], [0.08, 0.87, -2.66], [-1.18, -2.85, 6.73], [1.12, 3.47, -0.23], [3.75, -1.66, -1.88], [-0.62, 3.58, 0.03], [0.06, -1.88, 4.41], [0.87, 2.57, -5.51], [1.83, 3.32, 3.03]]
}